111
Properties=species:S:1:pos:R:3 method="wB97M-V/def2-TZVPD" e_lumo_ev=-0.74 homo_lumo_gap_ev=6.72
C 7.22 4.87 1.08
C 6.42 3.91 0.36
C 5.26 4.33 -0.70
C 3.86 3.98 0.04
C 3.41 2.47 0.04
C 2.09 2.08 0.79
C 1.24 3.18 1.52
C 1.76 4.63 1.45
C 3.06 5.09 0.74
C 3.31 6.65 0.91
O 4.20 7.40 0.48
N 2.19 7.09 1.82
Br 3.17 7.58 3.35
C 1.20 5.99 2.04
O 0.11 6.18 2.62
H 6.76 5.49 1.92
H 8.33 4.94 0.80
H 6.52 2.78 0.53
H 5.26 5.46 -0.91
H 5.37 3.72 -1.66
H 4.05 1.67 -0.49
H 1.74 0.99 0.84
H 0.29 2.96 2.11
N -2.87 3.34 0.13
C -4.19 3.46 -0.10
C -4.94 4.56 0.28
C -4.30 5.59 0.96
C -2.95 5.48 1.22
C -2.28 4.35 0.79
H -4.64 2.63 -0.63
H -6.00 4.60 0.06
H -4.86 6.46 1.28
H -2.41 6.27 1.74
H -1.22 4.23 0.96
N 3.71 1.74 -3.16
C 3.46 2.24 -4.38
C 3.32 1.46 -5.52
C 3.46 0.08 -5.39
C 3.72 -0.46 -4.14
C 3.83 0.41 -3.07
H 3.36 3.32 -4.43
H 3.12 1.91 -6.48
H 3.36 -0.56 -6.26
H 3.83 -1.53 -4.01
H 4.04 0.03 -2.07
N -1.62 -0.14 2.02
C -1.87 0.36 0.79
C -1.96 -0.42 -0.35
C -1.79 -1.79 -0.23
C -1.53 -2.33 1.02
C -1.46 -1.48 2.10
H -1.99 1.43 0.75
H -2.16 0.04 -1.31
H -1.85 -2.43 -1.11
H -1.39 -3.40 1.15
H -1.27 -1.85 3.10
N 3.14 -2.80 -1.15
C 2.45 -3.71 -0.44
C 2.99 -4.42 0.62
C 4.31 -4.18 0.98
C 5.04 -3.24 0.26
C 4.41 -2.58 -0.79
H 1.42 -3.86 -0.75
H 2.38 -5.14 1.16
H 4.76 -4.71 1.80
H 6.07 -3.03 0.51
H 4.94 -1.84 -1.37
N -1.96 -1.70 5.39
C -2.32 -2.91 5.86
C -3.40 -3.12 6.70
C -4.15 -2.02 7.09
C -3.80 -0.76 6.63
C -2.71 -0.65 5.78
H -1.70 -3.73 5.53
H -3.64 -4.12 7.05
H -5.00 -2.15 7.76
H -4.37 0.12 6.91
H -2.40 0.31 5.39
N -2.10 -6.28 7.09
C -2.77 -7.22 7.78
C -2.23 -7.92 8.85
C -0.93 -7.64 9.23
C -0.21 -6.68 8.53
C -0.84 -6.03 7.48
H -3.79 -7.40 7.45
H -2.82 -8.66 9.37
H -0.47 -8.17 10.06
H 0.81 -6.43 8.80
H -0.32 -5.26 6.91
N -3.00 0.17 -3.79
C -3.92 -0.63 -4.36
C -4.64 -0.29 -5.49
C -4.39 0.95 -6.08
C -3.45 1.79 -5.51
C -2.78 1.36 -4.37
H -4.08 -1.58 -3.86
H -5.36 -0.97 -5.91
H -4.93 1.25 -6.97
H -3.24 2.76 -5.93
H -2.04 1.98 -3.89
N -0.33 -1.73 -7.14
C -1.59 -1.28 -6.99
C -2.55 -1.33 -7.99
C -2.18 -1.87 -9.22
C -0.89 -2.34 -9.40
C -0.01 -2.25 -8.33
H -1.82 -0.87 -6.01
H -3.55 -0.96 -7.82
H -2.90 -1.93 -10.03
H -0.57 -2.76 -10.34
H 1.01 -2.60 -8.42